Below is 5 unconnected molecules or ions with the total composition C19H42O4PSi, with properties calculated with the ωB97M-V functional and the def2-TZVPD basis.

```
67
C19H42O4PSi | the OMol25 dataset | the ωB97M-V functional and the def2-TZVPD basis
C 1.5674 0.2969 -1.1233
C 1.4115 1.7629 -1.5108
P -0.0141 2.1608 -2.6816
C -0.6736 3.6459 -1.7136
C -1.1189 0.7949 -2.6028
Si -2.2837 0.5540 -1.2454
C -4.0439 1.1485 -1.6666
C -2.5074 -1.2927 -0.8567
C -1.7645 1.3035 0.4145
H 0.7808 -0.0327 -0.4482
H 2.5349 0.1373 -0.6345
H 1.5477 -0.3271 -2.0121
H 2.3167 2.0538 -2.0518
H 1.3687 2.4082 -0.6283
H -1.7625 3.6656 -1.7610
H -0.3651 3.6500 -0.6662
H -0.2938 4.5621 -2.1722
H -1.6891 0.8310 -3.5376
H -4.1388 2.2354 -1.6423
H -4.2216 0.8385 -2.6993
H -4.8313 0.7029 -1.0530
H -1.5370 -1.6707 -0.5263
H -2.7881 -1.8293 -1.7628
H -3.2355 -1.5023 -0.0668
H -2.0784 2.3365 0.5400
H -2.1971 0.7226 1.2376
H -0.6823 1.2599 0.5319
C 3.6759 -3.0795 -5.1359
C 3.6583 -2.6569 -3.6822
O 3.0397 -1.6939 -3.3096
C 4.4519 -3.5063 -2.7149
H 3.0678 -2.3924 -5.7183
H 4.7001 -3.0793 -5.5141
H 3.2823 -4.0928 -5.2365
H 5.5070 -3.5263 -2.9886
H 4.0745 -4.5316 -2.7194
H 4.3508 -3.0866 -1.7180
C 6.2020 -2.4592 0.7445
C 7.3212 -2.9861 -0.1216
O 7.3334 -2.8181 -1.3165
C 8.4298 -3.7329 0.5866
H 5.4726 -1.9332 0.1342
H 5.7149 -3.2826 1.2702
H 6.6024 -1.7770 1.4966
H 8.0222 -4.5988 1.1114
H 8.9001 -3.0864 1.3294
H 9.1726 -4.0598 -0.1363
C -4.1659 0.1938 4.3325
C -3.1801 -0.8031 4.8898
O -3.0684 -0.9993 6.0780
C -2.3372 -1.5380 3.8749
H -4.7167 0.6711 5.1389
H -3.6318 0.9522 3.7571
H -4.8659 -0.3011 3.6576
H -1.7603 -0.8274 3.2800
H -2.9771 -2.0903 3.1845
H -1.6646 -2.2250 4.3820
C -4.7030 2.8411 1.6546
C -5.5208 3.6614 2.6165
O -6.5202 3.2368 3.1497
C -5.0183 5.0619 2.8906
H -5.1472 1.8567 1.5276
H -4.6575 3.3330 0.6818
H -3.6854 2.7278 2.0282
H -4.9744 5.6305 1.9603
H -4.0067 5.0213 3.2981
H -5.6792 5.5598 3.5958
```

HOMO in eV: -2.73
HOMO-LUMO gap in eV: 4.90
Net charge: -1
Calculated total energy in eV: -45741.042

=====

Below is a molecular structure, C19H43AsF6N5O6, with properties calculated with the ωB97M-V functional and the def2-TZVPD basis.

```
80
C19H43AsF6N5O6 | the OMol25 dataset | the ωB97M-V functional and the def2-TZVPD basis
As -15.2071 -6.1546 43.5959
F -13.8732 -7.2579 43.7536
F -15.4847 -6.7215 41.9914
F -16.5528 -5.0883 43.5062
F -14.9189 -5.5970 45.2112
F -14.1773 -4.9189 42.9789
F -16.2350 -7.4207 44.1747
C -11.3737 -6.8573 40.0876
O -11.0973 -6.5110 38.9575
N -12.2113 -7.8672 40.4155
C -12.3012 -8.4196 41.7472
C -12.9269 -8.5821 39.3839
H -11.0003 -6.3331 40.9855
H -13.3458 -8.5301 42.0424
H -11.8323 -7.7572 42.4732
H -11.8128 -9.3992 41.7878
H -12.8586 -8.0920 38.4187
H -12.5434 -9.6018 39.2673
H -13.9847 -8.6300 39.6581
C -14.6982 -3.1792 38.3765
O -15.1121 -2.0376 38.2826
N -15.0849 -4.0802 39.3010
C -14.4634 -5.3798 39.4501
C -16.0894 -3.7749 40.2904
H -13.9515 -3.6060 37.6849
H -13.9151 -5.6788 38.5570
H -15.2573 -6.1271 39.5521
H -13.8566 -5.4180 40.3538
H -16.7245 -2.9553 39.9601
H -16.7012 -4.6613 40.4579
H -15.6466 -3.4957 41.2495
C -19.0035 -8.1423 45.9508
O -19.3036 -9.2874 46.2292
N -19.4374 -7.0509 46.6131
C -18.9443 -5.7194 46.3006
C -20.2853 -7.1480 47.7694
H -18.3485 -7.8933 45.1042
H -19.7988 -5.1335 45.9473
H -18.1846 -5.7734 45.5234
H -18.5041 -5.2753 47.1932
H -21.1444 -6.4761 47.6488
H -20.6482 -8.1598 47.9148
H -19.7397 -6.8423 48.6685
C -15.8590 -7.1503 47.9317
O -16.9638 -7.0591 48.4282
N -15.0144 -8.1869 48.1253
C -13.8059 -8.2622 47.3409
C -15.3487 -9.2478 49.0370
H -15.4144 -6.4058 47.2594
H -13.7982 -7.4312 46.6383
H -13.7575 -9.1936 46.7719
H -12.8935 -8.1932 47.9458
H -14.4343 -9.7958 49.2781
H -15.7687 -8.8398 49.9525
H -16.0305 -9.9721 48.5822
C -8.7347 -6.2446 43.9588
O -7.6307 -6.2529 44.4689
N -9.8223 -5.6355 44.4638
C -9.7293 -4.9345 45.7265
C -11.1118 -5.7593 43.8201
H -8.9328 -6.7571 43.0012
H -9.8513 -5.6146 46.5728
H -10.4811 -4.1508 45.7564
H -8.7420 -4.4800 45.8058
H -11.6557 -6.6612 44.1162
H -11.7478 -4.9366 44.1386
H -11.0141 -5.7647 42.7366
C -16.0987 -1.9597 44.0672
C -16.4144 -0.4650 44.1598
C -16.5260 -0.2818 45.6644
O -17.0858 -1.5170 46.1599
C -17.0204 -2.5156 45.1394
H -15.0546 -2.2071 44.2845
H -16.2470 -2.3616 43.0654
H -17.3825 -0.2806 43.6903
H -15.6536 0.1609 43.6937
H -17.1835 0.5357 45.9585
H -15.5438 -0.1685 46.1336
H -18.0287 -2.7075 44.7328
H -16.7153 -3.4914 45.5215
```

HOMO in eV: -6.58
HOMO-LUMO gap in eV: 8.99
Net charge: -1
Calculated total energy in eV: -117286.496

=====

Below is 3 unconnected molecules or ions with the total composition C19H43BClN3O3P, with properties calculated with the ωB97M-V functional and the def2-TZVPD basis.

```
71
C19H43BClN3O3P | the OMol25 dataset | the ωB97M-V functional and the def2-TZVPD basis
C -3.9644 3.1694 -0.2974
B -4.0857 1.5776 -0.6783
N -2.7485 1.0350 -1.2887
P -4.4473 0.6289 1.0482
O -3.2834 -0.5554 1.0585
Cl -6.1497 -0.5967 0.5798
H -3.5748 3.3638 0.7225
H -4.9401 3.6867 -0.3687
H -3.2721 3.6672 -1.0015
H -5.0730 1.3893 -1.3985
H -2.7573 0.0182 -1.3023
H -2.7006 1.3101 -2.2668
H -2.9989 -0.6803 1.9637
C 0.7927 -3.2267 -3.0682
C 0.2731 -2.3136 -4.1916
C 1.2451 -2.2693 -5.3819
C 2.5118 -1.4578 -5.1219
C 2.1761 -0.0552 -4.6211
C 1.2784 -0.0683 -3.3790
N 0.0770 -0.9029 -3.7165
O -0.8550 -0.2637 -4.3005
C 2.0296 -0.6090 -2.1660
C 0.7726 1.3321 -3.0466
C -1.0888 -2.8275 -4.6469
H 0.5488 -2.8211 -2.0881
H 0.3111 -4.2012 -3.1491
H 1.8699 -3.3865 -3.1182
H 0.7151 -1.8365 -6.2360
H 1.4958 -3.3012 -5.6476
H 3.1611 -1.9739 -4.4085
H 3.0806 -1.3838 -6.0517
H 3.0853 0.5049 -4.3833
H 1.6522 0.4927 -5.4104
H 1.3470 -0.7190 -1.3258
H 2.7963 0.1192 -1.8928
H 2.5236 -1.5612 -2.3375
H 0.2944 1.7951 -3.9048
H 1.6251 1.9423 -2.7357
H 0.0349 1.2994 -2.2419
H -1.8100 -2.7781 -3.8309
H -0.9729 -3.8696 -4.9558
H -1.4800 -2.2467 -5.4766
C 2.0002 -0.0946 2.4690
C 0.7198 0.7374 2.6761
C 1.0511 2.1741 3.1021
C 1.5609 2.2985 4.5355
C 0.6011 1.6329 5.5202
C 0.3115 0.1670 5.1751
N -0.1616 0.1443 3.7437
O -1.4021 0.4350 3.6122
C 1.5387 -0.7123 5.4107
C -0.8248 -0.3684 6.0393
C -0.0791 0.7488 1.3783
H 1.8639 -1.1238 2.7972
H 2.2373 -0.1177 1.4076
H 2.8654 0.3189 2.9882
H 0.1467 2.7778 2.9849
H 1.7897 2.5643 2.3955
H 2.5642 1.8718 4.6305
H 1.6562 3.3570 4.7865
H 0.9915 1.6748 6.5418
H -0.3501 2.1730 5.5107
H 1.3488 -1.7321 5.0724
H 1.7292 -0.7400 6.4851
H 2.4394 -0.3510 4.9254
H -1.7106 0.2545 5.9622
H -0.4879 -0.3921 7.0784
H -1.0943 -1.3808 5.7352
H -0.3901 -0.2565 1.0886
H 0.5637 1.1502 0.5928
H -0.9738 1.3623 1.4193
```

HOMO (spin up / spin down) in eV: -3.44 / -3.44
⟨S²⟩: 2.01
HOMO-LUMO gap (spin up / spin down) in eV: 5.79 / 5.78
Net charge: -1
Spin multiplicity: 3
Calculated total energy in eV: -53501.084

=====

Below is a molecular structure, C19H43Br2N2NiO3 at a distorted geometry, with properties calculated with the ωB97M-V functional and the def2-TZVPD basis.

```
70
C19H43Br2N2NiO3 | the OMol25 dataset | the ωB97M-V functional and the def2-TZVPD basis
C 2.0801 -2.5425 -4.5255
C 1.3834 -1.1979 -4.1785
C 0.0212 -1.3414 -3.5761
C 0.1048 -1.9422 -2.1410
C 0.7266 -0.9344 -1.1586
C 2.1917 -0.5417 -1.6442
N 2.1251 -0.2805 -3.1307
O 3.1540 0.3316 -3.6430
C 3.2233 -1.6434 -1.3495
C 2.6201 0.7568 -0.9843
C 1.1347 -0.3350 -5.4344
H 2.9950 -2.3363 -5.0784
H 1.4334 -3.1776 -5.1322
H 2.1889 -3.1846 -3.6518
H -0.6373 -1.8490 -4.2806
H -0.4718 -0.3711 -3.4875
H 0.6325 -2.8882 -2.0127
H -0.8769 -2.1756 -1.7262
H 0.7553 -1.3869 -0.1681
H 0.0914 -0.0481 -1.1447
H 2.7905 -2.6079 -1.6125
H 3.5163 -1.6573 -0.2986
H 4.2246 -1.6127 -1.7817
H 2.6662 0.6034 0.0953
H 1.9576 1.6087 -1.1322
H 3.6587 1.0264 -1.1839
H 2.1210 -0.2349 -5.8899
H 0.8585 0.6850 -5.1672
H 0.4225 -0.7469 -6.1461
Ni 2.7361 -1.4264 3.6875
C -3.1693 0.2154 -0.1414
C -3.7761 -0.1905 1.1836
N -4.5314 0.9165 1.9187
C -5.7201 1.3759 1.0152
C -4.9305 0.4675 3.3736
C -6.0957 -0.5388 3.6176
C -3.7857 2.2478 2.1242
C -2.4008 2.1673 2.8462
O -1.4976 1.2908 2.0980
C -0.1557 1.3972 2.5340
H -3.8662 0.5676 -0.8999
H -2.5729 -0.6341 -0.4765
H -2.3964 0.9715 -0.0034
H -3.0667 -0.6303 1.8832
H -4.5015 -0.9994 1.0856
H -6.1576 0.4868 0.5601
H -5.3863 1.9850 0.1778
H -6.5423 1.8392 1.5579
H -5.1002 1.4092 3.8941
H -3.9560 0.1056 3.6988
H -5.7935 -1.4713 3.1382
H -7.1164 -0.3308 3.3020
H -6.0932 -0.7562 4.6855
H -4.4288 3.0050 2.5682
H -3.5412 2.5450 1.1049
H -2.3679 1.7829 3.8651
H -1.9585 3.1567 2.7209
H 0.3709 0.5917 2.0224
H 0.1348 1.2898 3.5822
H 0.2728 2.3722 2.2913
O 3.1980 0.0152 2.5393
H 3.7186 0.0568 1.7270
Br 7.9860 2.1208 2.3845
C 6.5501 0.8394 2.3235
C 6.6264 0.0987 1.0052
Br 6.5105 1.2708 -0.5888
H 5.6480 1.4397 2.2087
H 6.5567 0.0844 3.1091
H 5.9115 -0.7184 0.9158
H 7.5965 -0.3923 0.9250
```

HOMO (spin up / spin down) in eV: -16.28 / -15.73
⟨S²⟩: 2.01
HOMO-LUMO gap (spin up / spin down) in eV: 5.67 / 2.52
Net charge: +3
Spin multiplicity: 3
Calculated total energy in eV: -210616.570